82
Properties=species:S:1:pos:R:3:mulliken_charge:R:1 method="wB97M-V/def2-TZVPD" charge=0 smiles="Cc1ccc(COC(=O)O)cc1.O=C1C=CC(=O)C=C1.O=C1C=CC(=O)C=C1.O=C1C=CC(=O)C=C1.O=C1C=CC(=O)C=C1.O=C1C=CC(=O)C=C1"
C -0.700 2.353 3.681 -1.669
C -0.027 1.541 2.602 1.231
C 1.055 0.712 2.912 -0.632
C 1.716 0.011 1.912 -0.627
C 1.281 0.100 0.586 0.499
C 2.085 -0.531 -0.516 -0.644
O 3.347 0.188 -0.653 -0.444
C 3.118 1.498 -0.922 0.930
O 2.696 1.900 -1.971 -0.527
O 3.471 2.300 0.098 -0.444
C 0.165 0.872 0.281 0.009
C -0.464 1.606 1.283 -0.852
H -1.463 2.995 3.242 0.370
H 0.030 2.969 4.209 0.338
H -1.191 1.700 4.405 0.254
H 1.424 0.638 3.928 0.381
H 2.587 -0.593 2.136 0.525
H 1.548 -0.481 -1.460 -0.109
H 2.340 -1.564 -0.295 0.477
H 2.687 2.822 0.370 0.319
H -0.157 0.928 -0.750 0.361
H -1.280 2.266 1.016 0.369
C 3.764 6.641 0.254 -0.436
C 3.156 5.462 0.158 -0.390
C 2.209 5.005 1.203 0.513
O 1.648 3.927 1.121 -0.504
C 1.960 5.902 2.356 -0.422
C 2.570 7.079 2.453 -0.397
C 3.520 7.543 1.409 0.233
O 4.073 8.616 1.497 -0.536
H 4.459 7.000 -0.494 0.439
H 3.318 4.787 -0.673 0.529
H 1.262 5.540 3.101 0.429
H 2.409 7.752 3.285 0.422
C -0.040 -0.216 -5.843 -0.358
C -0.034 -0.111 -4.517 -0.273
C -0.364 -1.273 -3.657 0.390
O -0.359 -1.174 -2.446 -0.494
C -0.694 -2.557 -4.321 -0.456
C -0.699 -2.662 -5.647 -0.394
C -0.373 -1.498 -6.513 0.277
O -0.376 -1.598 -7.721 -0.554
H 0.197 0.618 -6.489 0.505
H 0.216 0.813 -4.011 0.510
H -0.927 -3.389 -3.669 0.428
H -0.937 -3.586 -6.158 0.399
C -2.803 -3.845 5.029 -0.664
C -3.180 -2.617 5.377 -0.357
C -2.581 -1.418 4.740 0.237
O -2.922 -0.298 5.062 -0.550
C -1.549 -1.636 3.695 0.188
C -1.173 -2.864 3.345 -0.464
C -1.771 -4.063 3.983 0.215
O -1.438 -5.183 3.657 -0.565
H -3.229 -4.729 5.482 0.559
H -3.933 -2.435 6.134 0.461
H -1.126 -0.753 3.235 0.408
H -0.424 -3.046 2.585 0.497
C 3.031 2.615 -7.255 -0.309
C 4.251 2.471 -7.762 -0.398
C 5.440 2.345 -6.880 0.294
O 6.552 2.217 -7.344 -0.546
C 5.211 2.384 -5.415 -0.338
C 3.991 2.527 -4.902 -0.240
C 2.804 2.654 -5.787 0.396
O 1.685 2.783 -5.337 -0.562
H 2.150 2.711 -7.877 0.426
H 4.441 2.440 -8.827 0.410
H 6.093 2.288 -4.794 0.430
H 3.806 2.552 -3.835 0.467
C -5.733 -5.436 3.447 -0.091
C -6.259 -5.961 2.344 -0.470
C -7.029 -7.230 2.385 0.334
O -7.507 -7.709 1.381 -0.537
C -7.192 -7.889 3.707 -0.373
C -6.666 -7.364 4.809 -0.389
C -5.896 -6.097 4.766 0.459
O -5.417 -5.619 5.774 -0.556
H -5.170 -4.512 3.440 0.425
H -6.155 -5.498 1.371 0.419
H -7.757 -8.812 3.713 0.401
H -6.770 -7.826 5.783 0.413

=====

80
Properties=species:S:1:pos:R:3:mulliken_charge:R:1 method="wB97M-V/def2-TZVPD" charge=+2 e_above_lowest_kcal_mol=15.7
Sc -0.149 0.163 0.781 -0.671
C -4.299 0.037 2.729 -0.731
O -3.625 1.285 3.127 -0.445
C -2.378 1.126 2.718 0.260
N -2.002 -0.013 2.274 -0.052
C -3.132 -0.936 2.567 -0.132
C -3.278 -2.082 1.596 0.157
C -2.201 -2.954 1.444 -0.084
C -2.316 -4.089 0.660 -0.714
C -3.523 -4.385 0.040 -0.638
C -4.606 -3.535 0.200 -0.876
C -4.483 -2.386 0.972 -0.341
C -1.410 2.237 2.876 -0.053
C -1.614 3.436 3.530 -0.412
C -0.501 4.258 3.722 -0.698
C 0.761 3.842 3.306 -0.517
C 0.848 2.630 2.641 -0.183
N -0.217 1.875 2.407 0.167
C 2.091 1.931 2.216 0.421
N 2.066 0.882 1.484 0.423
C 3.479 0.434 1.357 -0.699
C 4.235 1.379 2.321 -0.565
O 3.227 2.366 2.721 -0.447
C 3.962 0.536 -0.066 0.286
C 4.047 1.786 -0.678 0.050
C 4.543 1.905 -1.964 -0.851
C 4.953 0.770 -2.655 -0.840
C 4.862 -0.477 -2.055 -0.826
C 4.370 -0.592 -0.761 -0.124
H -4.996 -0.224 3.521 0.355
H -4.828 0.256 1.802 0.440
H -2.889 -1.362 3.548 0.603
H -1.259 -2.755 1.951 0.488
H -1.472 -4.757 0.558 0.462
H -3.625 -5.285 -0.549 0.475
H -5.553 -3.769 -0.262 0.476
H -5.353 -1.760 1.104 0.386
H -2.593 3.702 3.901 0.603
H -0.614 5.202 4.235 0.509
H 1.648 4.425 3.506 0.607
H 3.532 -0.598 1.700 0.690
H 4.593 0.900 3.231 0.336
H 5.038 1.931 1.841 0.340
H 3.733 2.676 -0.145 0.444
H 4.623 2.880 -2.425 0.530
H 5.358 0.860 -3.653 0.504
H 5.194 -1.357 -2.585 0.469
H 4.311 -1.565 -0.293 0.542
C -4.000 0.125 -1.606 -1.294
C -3.839 -1.038 -2.349 -0.742
C -2.665 -1.754 -2.250 -1.320
C -1.638 -1.284 -1.434 0.420
N -1.821 -0.181 -0.685 1.354
C -2.975 0.498 -0.767 -0.381
C -0.354 -2.012 -1.245 1.989
C 0.025 -3.018 -2.129 -1.046
C 1.175 -3.759 -1.890 -1.179
C 1.944 -3.510 -0.763 -1.052
C 1.580 -2.480 0.100 -0.336
C 0.443 -1.704 -0.123 1.217
H -4.904 0.713 -1.651 0.531
H -4.638 -1.393 -2.985 0.487
H -2.543 -2.677 -2.792 0.438
H -3.064 1.376 -0.138 0.438
H -0.558 -3.238 -3.012 0.474
H 1.459 -4.542 -2.577 0.496
H 2.822 -4.109 -0.564 0.515
H 2.212 -2.285 0.964 0.582
O 1.662 3.088 -4.694 -0.554
C 1.334 2.497 -3.541 0.737
C 1.795 1.244 -3.152 -0.809
C 1.393 0.753 -1.931 -0.823
N 0.541 1.400 -1.110 0.888
C 0.119 2.596 -1.517 -0.218
Br -1.131 3.503 -0.414 -0.054
C 0.486 3.207 -2.692 -0.831
H 2.226 2.510 -5.230 0.337
H 2.475 0.667 -3.763 0.509
H 1.763 -0.201 -1.584 0.557
H 0.116 4.180 -2.971 0.542

=====

97
Properties=species:S:1:pos:R:3:mulliken_charge:R:1 method="wB97M-V/def2-TZVPD" charge=+1
F -1.762 5.518 -0.385 -0.344
C -1.826 4.172 -0.514 0.810
F -1.724 3.638 0.721 -0.295
C -3.153 3.779 -1.131 -1.122
C -4.304 4.426 -0.361 -0.807
N -5.522 4.361 -1.195 -0.063
C -6.558 5.154 -1.012 0.242
N -7.542 5.356 -1.910 -0.285
C -8.147 6.682 -1.621 -0.426
C -7.687 6.970 -0.175 -0.453
N -6.707 5.897 0.112 -0.127
C -0.624 3.684 -1.359 0.570
F -0.823 2.357 -1.541 -0.313
F -0.677 4.259 -2.562 -0.295
C 0.823 3.780 -0.761 0.648
F 0.848 2.850 0.217 -0.205
F 1.658 3.405 -1.723 -0.256
C 1.375 5.068 -0.029 0.460
F 2.552 4.694 0.466 -0.257
F 0.544 5.332 0.974 -0.229
S 1.681 6.677 -1.023 1.470
F 3.059 6.917 -0.302 -0.257
F 2.408 5.820 -2.141 -0.302
F 0.276 6.459 -1.754 -0.344
F 0.961 7.545 0.081 -0.306
F 1.909 7.968 -1.879 -0.297
H -3.154 4.086 -2.181 0.512
H -3.239 2.691 -1.095 0.440
H -4.471 3.891 0.577 0.256
H -4.118 5.477 -0.144 0.541
H -5.583 3.625 -1.886 0.301
H -7.248 5.227 -2.871 0.301
H -7.724 7.417 -2.307 0.283
H -9.229 6.660 -1.720 0.308
H -8.494 6.941 0.556 0.328
H -7.209 7.946 -0.114 0.271
H -6.855 5.353 0.955 0.284
C 8.610 7.869 1.333 -0.389
C 8.971 6.768 0.679 -0.392
C 7.960 5.866 0.071 0.223
O 8.284 4.863 -0.525 -0.527
C 6.530 6.241 0.221 -0.239
C 6.170 7.341 0.875 -0.209
C 7.181 8.244 1.483 0.230
O 6.848 9.247 2.076 -0.530
H 9.327 8.542 1.785 0.412
H 10.005 6.474 0.555 0.412
H 5.812 5.567 -0.231 0.482
H 5.136 7.635 0.999 0.518
C 1.388 -0.326 1.188 -0.126
C 0.341 0.134 1.865 -0.296
C -0.389 -0.723 2.835 0.244
O -1.357 -0.296 3.431 -0.568
C 0.105 -2.105 3.036 -0.490
C 1.158 -2.569 2.366 -0.439
C 1.877 -1.718 1.384 0.136
O 2.829 -2.134 0.762 -0.533
H 1.936 0.276 0.474 0.482
H -0.032 1.144 1.753 0.506
H -0.436 -2.709 3.753 0.473
H 1.534 -3.575 2.507 0.595
C 2.689 -7.134 1.612 -0.393
C 2.857 -8.198 0.832 -0.258
C 1.693 -8.995 0.363 0.441
O 1.839 -9.959 -0.360 -0.579
C 0.340 -8.564 0.798 -0.480
C 0.177 -7.502 1.580 -0.349
C 1.337 -6.704 2.042 0.441
O 1.182 -5.727 2.749 -0.583
H 3.519 -6.533 1.961 0.443
H 3.833 -8.523 0.497 0.421
H -0.495 -9.155 0.441 0.480
H -0.801 -7.168 1.902 0.392
C 3.417 -7.958 -2.742 0.153
C 2.930 -8.001 -3.979 -0.436
C 3.658 -7.379 -5.114 0.258
O 3.213 -7.410 -6.241 -0.538
C 4.954 -6.716 -4.816 -0.411
C 5.441 -6.673 -3.579 -0.428
C 4.707 -7.288 -2.445 0.559
O 5.147 -7.243 -1.315 -0.524
H 2.912 -8.406 -1.897 0.118
H 1.992 -8.485 -4.220 0.439
H 5.467 -6.274 -5.662 0.404
H 6.380 -6.194 -3.336 0.411
C -4.588 -5.765 1.314 -0.383
C -5.650 -5.346 1.995 -0.327
C -6.307 -6.212 3.009 0.355
O -7.275 -5.828 3.626 -0.537
C -5.729 -7.562 3.235 -0.354
C -4.666 -7.980 2.554 -0.335
C -4.012 -7.114 1.541 0.473
O -3.040 -7.489 0.919 -0.538
H -4.091 -5.157 0.569 0.428
H -6.090 -4.368 1.851 0.390
H -6.224 -8.172 3.979 0.406
H -4.226 -8.959 2.699 0.426

=====

no.,maximum force (eV/A),highest occupied orbital energy (eV)
1,0.7,-9.1
2,0.8,-13.5
3,1.1,-11.1